DFT (ωB97M-V/def2-TZVPD) results for a molecular structure, C34H32F2N4OPbS4SbSeSi.

* charge: -1
* ΔE to the lowest compared entry with this formula, charge and spin: 0.0000 eV
* orbital gap: 6.33 eV

Last column: Mulliken charge in e.
Atoms and positions in Å:
Pb: -0.201 -1.354 -0.641  1.103
C: 2.367 -3.411 0.066  -1.045
Si: 2.748 -1.849 1.050  0.900
C: 4.308 -1.089 0.331  -1.213
C: 3.148 -2.418 2.808  -1.345
N: 1.348 -0.828 1.032  0.433
C: 1.273 0.367 1.695  0.371
C: 2.353 0.947 2.400  -0.598
C: 2.262 2.169 3.046  -1.222
C: 1.083 2.900 3.026  -0.980
C: -0.002 2.371 2.340  -0.143
C: 0.097 1.149 1.707  -0.347
O: -0.995 0.658 0.987  1.255
C: -2.237 0.821 1.586  -0.543
C: -2.458 0.331 2.865  0.369
C: -3.725 0.436 3.415  -0.919
C: -4.758 1.022 2.693  -0.628
C: -4.514 1.518 1.421  -0.712
C: -3.246 1.427 0.862  -0.132
H: 2.586 -4.291 0.679  0.418
H: 2.991 -3.460 -0.828  0.330
H: 1.340 -3.540 -0.289  0.132
H: 5.113 -1.831 0.352  0.381
H: 4.654 -0.209 0.876  0.317
H: 4.137 -0.799 -0.707  0.228
H: 4.099 -2.959 2.803  0.397
H: 2.386 -3.106 3.184  0.353
H: 3.232 -1.599 3.524  0.338
H: 3.294 0.418 2.434  0.233
H: 3.130 2.551 3.571  0.384
H: 1.004 3.855 3.526  0.388
H: -0.942 2.908 2.290  0.496
H: -1.644 -0.140 3.403  0.524
H: -3.910 0.042 4.407  0.406
H: -5.749 1.090 3.123  0.386
H: -5.313 1.980 0.854  0.460
H: -3.020 1.804 -0.126  0.183
F: -1.024 -4.208 4.003  -0.381
C: -1.613 -3.608 2.948  0.448
C: -0.830 -2.994 1.993  -1.011
C: -1.451 -2.394 0.912  0.803
C: -2.842 -2.387 0.770  0.026
C: -3.570 -3.002 1.785  0.705
F: -4.924 -3.000 1.771  -0.386
C: -2.990 -3.620 2.873  -0.912
C: -3.453 -1.712 -0.409  0.063
C: -4.799 -1.784 -0.762  -0.970
C: -5.228 -1.140 -1.911  -0.635
C: -4.320 -0.464 -2.708  -0.939
C: -2.996 -0.450 -2.308  -0.646
N: -2.601 -1.028 -1.178  0.809
H: 0.244 -2.969 2.117  0.123
H: -3.599 -4.083 3.635  0.507
H: -5.497 -2.336 -0.159  0.601
H: -6.273 -1.187 -2.190  0.413
H: -4.611 0.026 -3.626  0.500
H: -2.228 0.033 -2.901  0.400
S: -0.231 -0.363 -5.422  -0.715
Sb: 1.590 -1.190 -4.297  0.293
S: 1.510 -0.223 -2.059  -0.434
S: -0.762 -3.157 -2.450  -0.301
S: 0.955 -3.464 -3.512  -0.297
C: 1.196 3.547 -0.579  -0.876
N: 1.323 3.161 -1.965  0.448
C: 0.298 2.819 -2.789  -0.364
Se: -1.491 2.806 -2.402  -0.198
N: 0.836 2.440 -3.967  0.253
C: 2.216 2.467 -3.886  -0.450
C: 3.203 2.094 -4.783  -0.553
C: 4.519 2.218 -4.357  -0.475
C: 4.831 2.697 -3.083  -0.655
C: 3.839 3.068 -2.185  -0.650
C: 2.529 2.938 -2.612  1.035
H: 0.166 3.377 -0.278  0.118
H: 1.445 4.602 -0.447  0.270
H: 1.855 2.931 0.035  0.239
H: 0.323 1.842 -4.629  0.098
H: 2.948 1.702 -5.758  0.521
H: 5.320 1.924 -5.022  0.382
H: 5.869 2.770 -2.785  0.385
H: 4.078 3.420 -1.190  0.451

DFT (ωB97M-V/def2-TZVPD) results for a molecular structure, C34H32LuN9OS2 in a non-equilibrium geometry.

* charge: +2
* ΔE to the lowest compared entry with this formula, charge and spin: 0.1091 eV
* orbital gap: 8.32 eV

Last column: Mulliken charge in e.
Atoms and positions in Å:
Lu: -13.573 -16.176 -3.593  1.331
C: -13.939 -20.308 -7.336  -1.154
C: -14.209 -20.247 -5.884  0.754
N: -14.797 -21.213 -5.236  -0.757
N: -14.871 -20.777 -3.943  0.285
C: -14.281 -19.598 -3.688  0.150
S: -13.891 -18.783 -2.320  -0.474
N: -13.865 -19.217 -5.012  0.316
N: -13.257 -17.929 -5.361  -0.558
H: -14.961 -20.543 -7.795  0.326
H: -13.281 -21.192 -7.558  0.318
H: -13.593 -19.409 -7.834  0.302
H: -15.385 -21.359 -3.266  0.222
H: -13.676 -17.595 -6.237  0.335
H: -12.233 -18.101 -5.576  0.269
O: -12.167 -16.420 -2.261  -0.341
C: -11.355 -16.319 -1.144  -0.742
C: -10.957 -14.827 -0.791  -0.722
C: -12.050 -13.765 -1.084  -1.029
C: -13.422 -14.246 -0.814  0.550
C: -13.766 -14.517 0.506  -0.510
C: -15.024 -14.969 0.805  -0.562
C: -16.006 -15.059 -0.221  -0.972
C: -15.579 -14.835 -1.485  -0.582
N: -14.320 -14.457 -1.782  -0.112
H: -10.556 -16.265 -4.039  0.828
H: -10.388 -16.834 -1.361  0.338
H: -11.686 -16.862 -0.289  0.471
H: -10.064 -14.506 -1.309  0.342
H: -10.773 -14.670 0.268  0.494
H: -11.961 -13.356 -2.101  0.107
H: -11.831 -12.943 -0.423  0.586
H: -13.027 -14.282 1.326  0.370
H: -15.223 -15.438 1.750  0.449
H: -17.036 -15.300 0.029  0.492
H: -16.325 -14.996 -2.219  1.043
S: -11.604 -13.338 -7.134  -0.067
C: -13.084 -12.619 -6.533  0.106
C: -13.664 -11.336 -6.656  -0.415
C: -14.705 -10.998 -5.882  -0.685
C: -15.377 -11.946 -5.100  -0.807
C: -14.790 -13.192 -4.865  -0.180
C: -13.556 -13.473 -5.466  0.085
N: -12.729 -14.561 -5.160  0.418
C: -11.704 -14.645 -5.982  -0.188
C: -10.737 -15.720 -6.132  0.420
C: -10.409 -16.138 -7.464  -0.417
C: -9.369 -16.999 -7.654  -0.938
C: -8.828 -17.706 -6.559  -0.317
C: -9.241 -17.439 -5.283  -0.642
C: -10.193 -16.452 -5.008  -0.578
H: -13.327 -10.602 -7.423  0.387
H: -15.178 -10.015 -5.892  0.408
H: -16.398 -11.840 -4.755  0.425
H: -15.125 -13.840 -4.049  0.501
H: -11.018 -15.657 -8.257  0.555
H: -8.917 -17.217 -8.608  0.444
H: -8.099 -18.519 -6.749  0.399
H: -8.830 -18.074 -4.507  0.440
N: -23.550 -20.338 -1.592  -0.417
C: -22.485 -19.935 -1.901  -0.135
C: -21.300 -19.389 -2.438  0.450
C: -20.059 -19.595 -1.806  -0.795
C: -18.945 -18.962 -2.295  -0.210
C: -19.019 -18.019 -3.323  1.064
C: -20.266 -17.765 -3.877  -0.706
C: -21.363 -18.454 -3.432  -0.631
N: -17.855 -17.353 -3.770  0.415
C: -17.659 -16.872 -5.126  -0.552
C: -16.393 -16.452 -5.199  -1.125
N: -15.758 -16.646 -3.943  0.892
C: -16.725 -17.057 -3.105  -0.850
H: -19.883 -20.226 -0.982  0.470
H: -17.972 -19.244 -1.843  0.308
H: -20.299 -17.153 -4.764  0.342
H: -22.317 -18.347 -3.955  0.402
H: -18.380 -17.033 -5.908  0.435
H: -15.883 -15.935 -5.962  0.607
H: -16.507 -17.329 -2.035  0.515

DFT (ωB97M-V/def2-TZVPD) results for a molecular structure, C34H32N5O5PS5SbSeTi in a non-equilibrium geometry.

* ⟨S²⟩: 0.784
* multiplicity: 2
* charge: -2
* ΔE to the lowest compared entry with this formula, charge and spin: 1.0130 eV
* orbital gap (alpha / beta): 4.54 / 5.32 eV

Last column: Mulliken charge in e.
Atoms and positions in Å:
Ti: -1.591 -0.328 0.148  1.257
O: 1.042 2.955 6.625  -0.809
N: 0.074 3.054 5.834  1.010
O: -0.842 3.884 6.038  -0.779
C: 0.059 2.234 4.704  -0.815
C: 1.211 1.471 4.456  -0.981
C: 1.353 0.733 3.282  1.283
C: 2.540 0.057 2.891  -1.104
C: 2.613 -0.535 1.659  -1.066
C: 1.497 -0.509 0.803  -0.769
N: 0.368 0.063 1.185  1.330
C: 0.281 0.674 2.364  -0.287
C: -0.939 1.365 2.639  0.073
N: -1.902 1.245 1.700  1.346
C: -3.007 1.976 1.821  -0.413
C: -3.214 2.819 2.902  -1.627
C: -2.261 2.915 3.896  -0.384
C: -1.057 2.193 3.780  0.373
H: 2.016 1.517 5.173  0.548
H: 3.387 0.052 3.565  0.428
H: 3.517 -1.022 1.320  0.590
H: 1.521 -0.950 -0.192  0.300
H: -3.744 1.863 1.040  0.614
H: -4.139 3.373 2.966  0.490
H: -2.404 3.543 4.757  0.650
S: -4.525 -0.970 3.817  -0.633
Sb: -3.844 -2.035 1.955  0.627
S: -1.424 -1.972 1.788  -0.754
S: -3.931 -0.558 0.057  -0.736
S: -4.533 -4.104 1.346  -0.662
C: 2.923 -3.844 -0.029  -1.362
P: 1.110 -4.027 -0.311  1.228
C: 1.158 -5.007 -1.876  -1.013
C: 0.795 -5.401 0.884  -1.580
H: 3.461 -4.779 -0.207  0.467
H: 3.105 -3.523 0.998  0.373
H: 3.295 -3.077 -0.708  0.171
H: 1.317 -6.068 -1.677  0.405
H: 1.962 -4.622 -2.501  0.169
H: 0.233 -4.874 -2.441  0.052
H: 1.496 -6.232 0.767  0.418
H: -0.221 -5.773 0.749  0.406
H: 0.861 -5.016 1.903  0.351
C: -1.304 6.719 2.134  -1.685
C: -1.281 5.588 1.148  1.020
C: -2.190 5.547 0.093  -0.776
C: -2.196 4.490 -0.801  -0.962
C: -1.278 3.462 -0.645  0.416
C: -0.345 3.504 0.371  -0.398
C: -0.355 4.560 1.268  -0.736
S: -1.382 2.048 -1.726  1.022
O: -2.768 1.645 -1.749  -0.668
O: -0.777 2.350 -2.991  -0.679
O: -0.615 1.010 -0.945  0.013
H: -0.941 7.642 1.676  0.365
H: -0.678 6.497 2.998  0.350
H: -2.318 6.903 2.492  0.362
H: -2.923 6.338 -0.011  0.343
H: -2.931 4.437 -1.592  0.464
H: 0.364 2.694 0.482  0.699
H: 0.350 4.564 2.090  0.304
N: -2.951 -5.086 -5.509  -0.587
C: -2.649 -4.388 -4.647  -0.115
C: -2.280 -3.530 -3.586  0.890
C: -2.183 -4.021 -2.280  -1.100
C: -1.822 -3.147 -1.275  -0.900
N: -1.593 -1.848 -1.496  1.418
C: -1.664 -1.386 -2.751  -0.687
C: -1.999 -2.186 -3.827  -0.673
H: -2.403 -5.049 -2.036  0.481
H: -1.745 -3.485 -0.252  0.482
H: -1.441 -0.342 -2.906  0.306
H: -2.029 -1.763 -4.819  0.536
Se: 1.202 -1.406 -2.795  -0.389
C: 2.874 -0.906 -3.535  0.216
C: 3.931 -1.815 -3.647  -0.167
C: 5.148 -1.446 -4.190  -0.622
C: 5.355 -0.150 -4.644  -0.413
C: 4.316 0.766 -4.538  -0.553
C: 3.100 0.396 -3.994  -0.406
H: 3.781 -2.831 -3.301  0.153
H: 5.944 -2.180 -4.262  0.365
H: 6.307 0.140 -5.072  0.327
H: 4.455 1.785 -4.884  0.359
H: 2.297 1.118 -3.913  0.446